(1)
{
  "formula": "C3H3O2",
  "method": "ωB97M-V/def2-TZVPD",
  "max_force_ev_per_a": 4.59,
  "relative_energy_kcal_mol": 80.5,
  "gap_ev": [7.868, 7.869],
  "charge": 1,
  "energy_ev": -7242.1554,
  "homo_ev": [-15.5, -15.5],
  "lumo_energy_ev": [-7.6, -7.6],
  "elements": ["C", "C", "C", "O", "O", "H", "H", "H"],
  "coordinates": [[0.4587, 0.9840, -0.1500], [0.8314, -0.9763, -0.0859], [-0.4060, -0.0690, -0.0938], [1.6127, 0.0053, -0.1198], [-1.6882, -0.3196, -0.1394], [0.4219, 2.0064, 0.2450], [1.0110, -1.9819, 0.0263], [-2.2414, 0.3510, 0.3175]],
  "mulliken_charge": [-0.251, 0.217, 0.460, -0.156, -0.450, 0.346, 0.436, 0.398]
}

(2)
{
  "formula": "C3H3O2S2",
  "method": "ωB97M-V/def2-TZVPD",
  "max_force_ev_per_a": 1.92,
  "relative_energy_kcal_mol": 15.2,
  "smiles": "O=C([O-])S/C=C/S",
  "gap_ev": 7.128,
  "charge": -1,
  "energy_ev": -28926.2856,
  "homo_ev": -4.0,
  "lumo_energy_ev": 3.1,
  "elements": ["C", "C", "C", "O", "O", "S", "S", "H", "H", "H"],
  "coordinates": [[0.3906, -0.8747, 0.0771], [-2.3326, 0.3386, 0.5502], [0.9690, 0.2422, -0.3687], [-3.3199, -0.2538, 0.2216], [-2.0457, 1.4916, 0.7012], [-1.0033, -1.0862, 1.0720], [2.5078, 0.1133, -1.3840], [0.9657, -1.7918, -0.2115], [0.6355, 1.2405, -0.3207], [3.2330, 0.5802, -0.3370]],
  "mulliken_charge": [-0.227, 0.609, -0.460, -0.585, -0.593, -0.275, -0.302, 0.260, 0.470, 0.103]
}

(3)
{
  "formula": "C3H3O2Tm",
  "method": "ωB97M-V/def2-TZVPD",
  "max_force_ev_per_a": 7.46,
  "spin_multiplicity": 3,
  "s_squared": 2.01,
  "relative_energy_kcal_mol": 84.0,
  "gap_ev": [5.742, 7.047],
  "charge": 2,
  "energy_ev": -36759.0245,
  "homo_ev": [-16.8, -18.2],
  "lumo_energy_ev": [-11.1, -11.2],
  "elements": ["C", "C", "H", "H", "H", "O", "C", "O", "Tm"],
  "coordinates": [[-3.1683, 0.5479, -0.4062], [-1.9481, 0.8368, 0.0607], [-3.3018, -0.2768, -1.1127], [-1.8566, 1.5984, 0.8454], [-4.0555, 1.0344, 0.0089], [-0.7116, -0.5956, 0.6168], [0.4298, -0.6851, 1.0982], [1.3993, -1.3092, 0.7729], [0.8279, 0.9601, -1.3278]],
  "mulliken_charge": [-0.539, -0.204, 0.259, 0.352, 0.280, -0.269, 0.688, -0.233, 1.667]
}

(4)
{
  "formula": "C3H3O3",
  "method": "ωB97M-V/def2-TZVPD",
  "max_force_ev_per_a": 0.90,
  "relative_energy_kcal_mol": 25.4,
  "gap_ev": 9.457,
  "charge": 1,
  "energy_ev": -9291.8228,
  "homo_ev": -15.6,
  "lumo_energy_ev": -6.2,
  "elements": ["C", "C", "C", "O", "O", "O", "H", "H", "H"],
  "coordinates": [[1.2488, 0.5939, 0.0282], [0.9902, -0.9136, -0.0300], [-2.2478, 0.3458, -0.0602], [0.3043, 1.3420, 0.0699], [-3.1650, -0.2678, -0.0227], [-0.1065, -1.2932, 0.2633], [2.2896, 0.9391, 0.0743], [1.8168, -1.5741, -0.3203], [-1.1304, 0.8279, -0.0025]],
  "mulliken_charge": [0.198, 0.051, 0.569, -0.537, 0.006, -0.407, 0.400, 0.363, 0.356]
}